1.
{"formula": "C5H17N2O", "method": "the ωB97M-V functional and the def2-TZVPD basis", "elements": ["N", "C", "C", "C", "C", "C", "N", "H", "H", "H", "H", "H", "H", "H", "H", "H", "H", "H", "H", "H", "H", "H", "H", "H", "O"], "xyz": [[-1.12176, -1.30732, 0.04401], [-0.27148, -0.35109, -0.98312], [0.11912, 1.03971, -0.40373], [0.87718, 1.11058, 0.93482], [1.41400, 2.44845, 1.34762], [1.05368, -0.90819, -1.61807], [1.13688, -2.36110, -1.53383], [-2.04985, -1.41532, -0.29115], [-0.52088, -2.12601, -0.00713], [-1.12325, -0.96207, 0.98799], [-0.94189, -0.28832, -1.90078], [-0.98656, 1.39690, -0.50518], [0.82422, 1.45121, -1.24571], [1.62235, 0.19933, 1.09222], [0.19288, 0.98357, 1.82675], [2.31271, 2.47438, 1.96738], [0.66784, 3.09354, 1.98561], [1.62857, 3.14448, 0.50517], [1.05363, -0.75966, -2.66097], [1.98826, -0.57620, -1.05492], [0.59312, -2.84609, -2.30446], [2.08920, -2.88465, -1.80254], [-3.13373, -0.14715, 2.52658], [-4.15063, -0.19608, 1.51912], [-3.27362, -0.21290, 1.57432]], "atomic_forces_ev_per_a": [[3.5072, 1.4527, -1.6719], [0.7322, -0.1480, -1.1292], [-1.8243, -0.1538, -1.9784], [-0.7339, -2.4092, 2.1262], [-0.2615, 3.5250, 0.2659], [1.2412, -2.3703, 2.2558], [0.9445, -4.2353, -1.4761], [-0.9259, -0.3358, -0.1695], [-0.1810, -1.0002, -0.0412], [-0.1704, 0.4426, 0.4033], [0.3630, 0.3155, 1.6013], [2.3315, 1.2645, 0.9816], [-1.6905, -0.2736, 1.4656], [-1.1385, 2.0141, -0.7720], [0.0469, -0.7725, -1.1810], [-0.0178, -0.5959, -0.1604], [1.0176, -1.4824, -1.2270], [0.0270, -0.6562, 0.2480], [0.0980, 1.7547, -1.0664], [-1.4111, 0.2283, -0.9980], [0.1601, 1.0960, 1.1932], [-2.1430, 2.3541, 1.3057], [0.2566, 0.0487, -0.0194], [-5.9106, 0.1235, -0.7809], [5.6828, -0.1866, 0.8250]], "lowdin_charge": [0.250, -0.219, -0.182, -0.290, -0.140, -0.256, -0.072, 0.126, 0.124, 0.114, 0.159, 0.148, 0.157, 0.151, 0.106, 0.074, 0.115, 0.080, 0.102, 0.141, 0.096, 0.150, 0.074, -0.022, 0.016], "charge": 1, "relative_energy_ev": 2.954, "e_homo_ev": -13.53, "energy_ev": -10479.980, "molar_mass_g_mol": 121.2, "homo_lumo_gap_ha": 0.3879, "lumo_energy_ev": -2.98}

---

2.
{"formula": "C7H17NOS", "method": "the ωB97M-V functional and the def2-TZVPD basis", "elements": ["C", "C", "C", "C", "C", "C", "C", "N", "O", "S", "H", "H", "H", "H", "H", "H", "H", "H", "H", "H", "H", "H", "H", "H", "H", "H", "H"], "xyz": [[-1.07372, -1.97924, 1.16741], [-0.58280, -0.31368, -1.63826], [0.96538, -2.29658, -1.29331], [0.18190, 3.59552, 0.81583], [2.21256, 0.61584, 1.33557], [-1.31943, -2.22443, -0.28142], [-0.27843, -1.49712, -1.13796], [1.40989, 2.96330, 0.32321], [2.35972, 1.39071, -1.21980], [1.34261, 1.32863, -0.22105], [-1.85424, -2.34789, 1.85842], [-1.05600, -0.93422, 1.64750], [-0.22899, -2.49863, 1.47244], [0.11844, 0.21662, -2.22205], [-1.44534, 0.19199, -1.30032], [1.80920, 3.50916, -0.45470], [0.75047, -3.18303, -1.84294], [1.30284, -2.61685, -0.34610], [1.75141, -1.76644, -1.74391], [-0.47706, 2.82283, 1.10654], [-0.34787, 4.22719, 0.12259], [0.24547, 4.11872, 1.75800], [1.28247, 0.48817, 2.03116], [2.81268, -0.21480, 1.05561], [2.75099, 1.48173, 1.51986], [-2.36023, -1.96785, -0.60845], [-1.30385, -3.33375, -0.50951]], "atomic_forces_ev_per_a": [[-2.1004, 1.6368, 2.6064], [-1.8899, 7.5200, -3.9044], [-1.2817, 1.2393, 0.0176], [0.1098, -0.4069, 0.3004], [-4.1645, 0.4366, -0.7478], [-0.7017, -0.2116, -2.2717], [1.2978, -9.6673, 4.9628], [-0.5105, 1.1242, -0.0610], [1.9859, -0.6344, -2.6419], [-0.5764, 0.3527, 3.1546], [-0.1517, -0.5593, -0.6546], [0.4643, -0.8737, -1.6750], [1.9246, -0.6977, 0.6061], [0.3062, 0.5421, -0.9102], [-0.6345, 0.7352, 0.3002], [-0.0442, -0.7060, 0.4680], [-0.0815, -1.0244, -0.7801], [0.5576, -0.5777, 1.3332], [1.1181, 0.7445, -0.8264], [-1.0872, -1.1197, -0.0166], [0.0133, 0.1952, -0.5295], [0.8853, 0.5286, 0.2113], [2.1756, -0.1899, -0.8469], [0.0826, -0.9418, 0.0011], [1.2983, 1.3243, 1.0475], [0.6762, 0.3037, 0.3486], [0.3287, 0.9274, 0.5083]], "lowdin_charge": [-0.127, -0.050, -0.049, -0.161, -0.166, -0.236, -0.377, -0.294, -0.485, 0.840, 0.073, 0.097, 0.039, 0.029, 0.052, 0.093, 0.075, 0.062, 0.063, 0.045, 0.073, 0.068, 0.077, 0.029, -0.009, 0.114, 0.123], "charge": 0, "multiplicity": 3, "relative_energy_ev": 0.200, "e_homo_ev": [-4.55, -8.82], "energy_ev": -21900.032, "molar_mass_g_mol": 163.3, "homo_lumo_gap_ha": [0.1948, 0.2640], "lumo_energy_ev": [0.75, -1.64]}

---

3.
{"formula": "C19H18FO3S6Ti", "method": "the ωB97M-V functional and the def2-TZVPD basis", "elements": ["Ti", "O", "S", "C", "C", "C", "C", "S", "O", "C", "C", "C", "C", "C", "C", "C", "C", "C", "C", "C", "C", "H", "H", "H", "H", "H", "H", "H", "H", "H", "H", "H", "H", "H", "H", "H", "H", "H", "H", "O", "C", "S", "C", "C", "S", "S", "S", "F"], "xyz": [[-0.05483, 0.65703, -1.49513], [-0.68368, 2.18305, 0.01482], [-1.34540, 2.73225, 1.23289], [-0.20257, 2.51552, 2.62946], [0.44799, 1.14152, 2.74852], [1.78656, 1.04134, 2.01924], [2.27673, -0.39792, 1.90381], [1.59609, -1.41145, 0.51244], [0.43360, -0.32994, 0.12749], [2.86961, -1.40865, -0.58874], [3.64370, -0.24473, -0.87583], [4.68544, -0.32288, -1.77936], [4.98732, -1.51051, -2.43936], [4.18188, -2.64458, -2.20624], [3.14044, -2.60070, -1.32132], [-2.60811, 1.58638, 1.76376], [-3.60603, 2.09308, 2.58624], [-4.61872, 1.25235, 3.01976], [-4.63617, -0.07467, 2.60846], [-3.64472, -0.56116, 1.76948], [-2.61702, 0.26787, 1.34010], [-0.81518, 2.77404, 3.49692], [0.54222, 3.30502, 2.50102], [-0.22674, 0.37611, 2.36526], [0.59888, 0.92196, 3.81008], [2.54065, 1.61723, 2.56885], [1.70009, 1.48873, 1.02982], [2.02475, -0.95944, 2.80691], [3.35694, -0.44317, 1.77306], [3.39032, 0.70862, -0.42951], [5.26148, 0.57039, -1.99286], [5.79858, -1.55197, -3.15371], [4.37633, -3.56158, -2.74954], [2.50623, -3.46496, -1.16619], [-3.59951, 3.13940, 2.87065], [-5.40332, 1.63647, 3.65870], [-5.43661, -0.72742, 2.93263], [-3.66857, -1.58889, 1.43226], [-1.84390, -0.10637, 0.68314], [-3.84934, -2.53631, -6.35648], [-3.20062, -2.00615, -5.48544], [-3.81079, -0.71421, -4.44701], [-2.35696, -0.49632, -3.48735], [-1.30735, -1.27878, -3.78283], [0.23443, -1.26925, -2.96090], [-1.53063, -2.42357, -5.09715], [-2.36281, 0.71601, -2.22436], [1.04932, 1.91121, -2.16649]], "atomic_forces_ev_per_a": [[0.0091, -0.0209, 0.0522], [-0.0136, -0.0116, -0.0046], [0.0122, 0.0154, 0.0179], [-0.0091, 0.0071, -0.0124], [-0.0063, -0.0010, 0.0073], [0.0006, -0.0096, 0.0071], [0.0113, 0.0279, 0.0180], [-0.0411, 0.0148, -0.0121], [0.0118, -0.0374, -0.0330], [0.0112, 0.0285, 0.0022], [0.0189, 0.0046, -0.0061], [-0.0113, -0.0116, -0.0099], [0.0031, -0.0082, -0.0025], [0.0127, 0.0176, -0.0102], [-0.0276, -0.0091, 0.0141], [0.0129, 0.0245, 0.0033], [-0.0317, -0.0278, 0.0051], [0.0076, 0.0154, 0.0023], [0.0006, -0.0070, -0.0013], [0.0069, -0.0030, -0.0051], [-0.0266, -0.0098, 0.0099], [0.0025, -0.0024, 0.0032], [-0.0019, 0.0007, -0.0066], [0.0034, 0.0026, -0.0092], [0.0028, 0.0016, -0.0013], [-0.0067, 0.0083, 0.0022], [-0.0012, -0.0032, -0.0032], [-0.0025, -0.0060, -0.0047], [-0.0011, -0.0013, -0.0038], [-0.0009, -0.0112, 0.0215], [-0.0024, 0.0028, 0.0020], [-0.0033, 0.0028, -0.0024], [-0.0078, -0.0047, 0.0039], [0.0104, -0.0077, -0.0110], [0.0043, 0.0011, -0.0002], [-0.0007, -0.0014, 0.0013], [-0.0006, -0.0019, -0.0013], [-0.0031, -0.0008, 0.0022], [0.0017, 0.0035, 0.0012], [-0.0023, -0.0055, -0.0072], [0.0045, 0.0100, 0.0198], [-0.0123, 0.0036, -0.0007], [-0.0013, -0.0180, -0.0179], [-0.0204, 0.0007, -0.0112], [0.0058, -0.0130, 0.0038], [-0.0020, -0.0061, -0.0050], [-0.0055, -0.0138, 0.0179], [0.0890, 0.0601, -0.0355]], "lowdin_charge": [0.576, -0.595, 1.026, -0.310, -0.233, -0.249, -0.318, 1.007, -0.723, -0.523, -0.112, -0.118, -0.124, -0.123, -0.149, -0.379, -0.098, -0.088, -0.082, -0.051, -0.078, 0.088, 0.092, 0.091, 0.117, 0.118, 0.094, 0.079, 0.077, 0.095, 0.096, 0.079, 0.093, 0.098, 0.106, 0.100, 0.101, 0.114, 0.069, -0.103, -1.055, 0.927, -1.152, -1.152, 0.551, 0.937, 0.530, -0.445], "charge": -1, "multiplicity": 3, "relative_energy_ev": 0.003, "e_homo_ev": [-2.15, -3.89], "energy_ev": -116985.952, "molar_mass_g_mol": 553.6, "homo_lumo_gap_ha": [0.1533, 0.2172], "lumo_energy_ev": [2.02, 2.02]}